C24H19N5O6SeZn | ωB97M-V/def2-TZVPD

```
! wB97M-V def2-TZVPD RIJCOSX def2/J DEFGRID3
* xyz 0 1
Se 2.2906 -3.0544 -1.6469
Zn -0.8219 -1.9341 -0.4521
O -1.0823 -3.0337 -2.1858
O -2.2119 -4.8086 -2.9921
O -4.6333 -6.2107 1.4556
O -1.3200 0.0011 -0.8671
O -0.9474 -1.5387 1.6193
O -2.0152 -2.2190 3.4815
N -0.5841 3.3076 -0.1381
N 1.2562 -1.9969 -0.6179
N -2.0588 -3.3638 0.1802
N -0.1952 1.9880 -0.3425
N 3.6147 -1.8441 -1.6117
C -1.9285 3.3728 -0.3548
C -2.4076 2.1355 -0.6407
C 1.9167 2.1658 1.0492
C 3.0979 1.3734 -1.8732
C -3.3688 -5.2346 -0.3390
C -3.2892 -4.3439 1.9202
C 1.8863 1.8086 -1.5526
C 3.9364 0.5105 -0.9545
C 1.2935 0.1693 0.4636
C 1.2035 1.5864 -0.2273
C -2.4141 -3.3863 1.4573
C 4.2004 1.1655 0.4037
C -1.7451 -2.2850 2.2940
C 0.3183 4.4170 -0.4197
C -1.8921 -4.0284 -2.1113
C 2.0331 0.7702 1.6776
C 3.4490 2.2936 1.0539
C 3.2212 -0.8180 -0.9243
C -3.7714 -5.2740 0.9972
C -2.4904 -4.2389 -0.7110
C -2.6385 4.6776 -0.2741
C -1.3014 1.2283 -0.6517
C 3.5596 0.9004 1.7220
C 1.9089 -0.9119 -0.3367
H 0.3146 -0.1406 0.8104
H 5.2633 1.3271 0.5464
H -3.7115 4.5149 -0.3315
H 1.5727 0.5507 2.6353
H -2.4133 5.1912 0.6609
H -4.8925 -6.7939 0.7332
H 3.4830 1.5702 -2.8664
H 1.3931 2.9593 1.5743
H 4.9020 0.3338 -1.4243
H 4.1517 0.6145 2.5791
H 0.0232 4.9392 -1.3315
H 0.3160 5.1177 0.4143
H -3.4307 1.8465 -0.8023
H 1.3117 2.3541 -2.2935
H 1.3297 4.0500 -0.5549
H -3.7143 -5.9495 -1.0751
H -3.5845 -4.3723 2.9587
H 3.9662 3.2063 1.3143
H -2.3498 5.3341 -1.0977
*
```

The energy above the lowest of the compared OMol25 structures with the same formula, charge and spin is 74.4 kcal per mole. The HOMO-LUMO gap comes out at 8.46 eV. The calculation puts the total energy at -5831.95584 hartree. The calculation puts the HOMO energy at -0.3222 Eh.

=====

C24H19N6O3SW | ωB97M-V/def2-TZVPD

```
! wB97M-V def2-TZVPD RIJCOSX def2/J DEFGRID3
* xyz 1 3
W -0.9464 2.0045 -0.5356
S 1.3646 1.9142 -1.1824
O -0.8759 1.6981 1.3736
O -2.7901 1.6216 -0.9099
O 4.7719 -2.7151 -0.5567
N -0.8383 -0.1385 -0.4214
N 0.6521 4.5229 -1.2866
N -0.4470 -3.6688 2.9828
N 0.4612 -4.3958 2.5599
N -0.5147 3.9653 -0.9018
N 2.8870 4.0818 -1.4809
C 3.1242 -4.4021 0.0124
C 2.0667 -4.7573 0.8441
C -0.5601 -2.2957 2.5498
C -0.6915 -1.9519 1.1761
C -2.9769 3.9729 -1.2801
C 5.2913 -3.5824 -1.5589
C -0.7517 -2.8573 0.0951
C -0.8160 -2.3874 -1.1894
C 1.5772 -3.8818 1.7930
C 1.6359 3.6517 -1.2994
C -0.8270 0.4035 1.8446
C -0.7967 -0.5961 0.8657
C -1.5513 3.9929 -1.7419
C -3.5680 2.7754 -0.8977
C -5.0805 5.0847 -0.9498
C -5.6518 3.8731 -0.5644
C 2.2190 -2.6557 1.9861
C -3.7492 5.1321 -1.3157
C -4.9007 2.7112 -0.5356
C -0.6706 -1.3210 3.4953
C -0.8326 -1.0068 -1.4163
C 3.2907 -2.3054 1.1941
C 3.7330 -3.1652 0.1839
C -0.7850 0.0512 3.1513
H 6.1216 -3.0528 -2.0136
H 1.5948 -5.7276 0.7436
H -0.8575 -3.0623 -2.0317
H 1.9133 -1.9941 2.7837
H 5.6520 -4.5141 -1.1200
H -6.6977 3.8352 -0.2904
H 4.5372 -3.7999 -2.3178
H 3.4679 -5.0959 -0.7395
H -0.7578 -3.9233 0.2827
H -0.8309 0.8130 3.9185
H 3.8182 -1.3729 1.3465
H -5.3284 1.7592 -0.2512
H 3.6392 3.4324 -1.6239
H -0.6150 -1.6102 4.5374
H -3.2985 6.0694 -1.6204
H -1.3389 4.4190 -2.7215
H -5.6774 5.9855 -0.9774
H 3.0646 5.0687 -1.5688
H -0.8592 -0.6022 -2.4194
*
```

The energy above the lowest of the compared OMol25 structures with the same formula, charge and spin is 22.1 kcal per mole. The HOMO-LUMO gap (alpha / beta) comes out at 6.60 / 5.64 eV. The calculation puts the total energy at -1945.24969 hartree. The calculation puts the HOMO energy (alpha / beta) at -0.3907 / -0.3911 Eh.

=====

C24H19N8O2PdS | ωB97M-V/def2-TZVPD

```
! wB97M-V def2-TZVPD RIJCOSX def2/J DEFGRID3
* xyz 1 1
Pd -0.9322 -0.0097 0.0052
S -5.3671 -1.8948 -0.4812
O 5.7280 -1.3642 -1.2507
O 2.5447 -6.0339 0.6482
N 1.1070 0.1326 -0.4119
N -5.1995 4.9351 -0.7540
N -4.9364 2.4783 -0.5989
N -2.8467 -0.5012 -0.1046
N -1.4423 1.9272 0.2435
N -0.3190 -1.9382 0.3475
N -2.4565 3.8727 0.0336
N -2.7931 -1.4912 -1.1003
C -0.6338 -4.1626 1.1100
C 0.7088 -4.4472 0.8966
C 1.5301 -3.4307 0.4306
C 1.2727 -5.8120 1.2105
C -0.6352 5.3514 0.9605
C 5.2417 -0.0657 -1.4961
C -1.1116 -2.9002 0.8214
C -5.1569 -0.1664 -0.5163
C 1.2176 4.0097 1.7860
C -1.2210 4.1481 0.5626
C -2.5653 2.5297 -0.1041
C 3.0503 1.1511 -1.3402
C -3.9347 0.3595 -0.3122
C 3.7853 -0.0102 -1.1339
C 3.1322 -1.1125 -0.6070
C 0.6422 2.8304 1.3796
C -5.0571 3.7894 -0.6736
C -3.8388 1.8384 -0.3914
C 1.7888 -1.0227 -0.2832
C -0.5916 2.9147 0.7218
C 0.9918 -2.1799 0.1838
C 0.5954 5.2562 1.5639
C 1.7243 1.1808 -0.9652
C -3.8315 -2.1635 -1.3379
H 1.3943 -5.8841 2.2940
H 1.0915 6.1553 1.9030
H 5.3475 0.2150 -2.5501
H -3.8146 -2.9121 -2.1197
H 3.4974 2.0312 -1.7830
H 2.5787 -3.6342 0.2754
H 1.1060 1.8754 1.5805
H 1.1281 2.0710 -1.1013
H -1.1323 6.3011 0.8199
H 6.6551 -1.4134 -1.5022
H -3.1972 4.5491 -0.1245
H 3.6809 -2.0310 -0.4717
H -1.3142 -4.9124 1.4916
H 2.1649 3.9885 2.3073
H 5.7745 0.6826 -0.8976
H 0.5543 -6.5834 0.9190
H -6.0043 0.4468 -0.7790
H 2.4470 -6.3151 -0.2676
H -2.1485 -2.6290 0.9634
*
```

The energy above the lowest of the compared OMol25 structures with the same formula, charge and spin is 39.4 kcal per mole. The HOMO-LUMO gap comes out at 6.24 eV. The calculation puts the total energy at -2040.34848 hartree. The calculation puts the HOMO energy at -0.3759 Eh.